Record 1
The following is a quantum chemistry calculation of a single C5H5N molecule in a non-equilibrium geometry, from the Open Molecules 2025 dataset.

```
11
Properties=species:S:1:pos:R:3:forces:R:3
C -1.089854 -0.583697 -0.458772 0.512 0.716 0.260
C -0.175225 -1.061991 0.571904 0.070 0.151 0.213
C 0.896911 -0.404895 1.056661 -0.289 0.131 0.212
N 1.283166 0.871575 0.672558 0.309 0.261 0.169
C 0.812792 1.685531 -0.112315 -1.643 -2.332 -2.089
C -0.994587 0.637240 -1.044212 1.806 -0.632 0.018
H -1.847267 -1.312507 -0.789121 0.351 0.369 -0.003
H -0.336390 -2.069878 0.950408 0.034 0.175 -0.044
H 1.586146 -0.820012 1.785773 -0.322 -0.202 -0.108
H 1.439213 2.447552 -0.621106 -1.304 0.018 0.325
H -1.574905 0.611081 -2.011777 0.476 1.344 1.046
```
Positions in Å, forces in eV/Å.

The value obtained for the HOMO energy is -8.432 eV. For the energy above the lowest of the compared OMol25 structures with the same formula, charge and spin, the calculation gives 110.0 kcal per mole.

---

Record 2
The following is a quantum chemistry calculation of 2 unconnected molecules or ions with the total composition C5H5N in a non-equilibrium geometry, from the Open Molecules 2025 dataset.

```
11
Properties=species:S:1:pos:R:3:forces:R:3
C 1.197957 -0.437909 -3.052903 -0.400 -0.079 0.079
C 0.059111 -0.794125 -3.093309 0.401 0.137 -0.076
C -0.750898 -1.548577 0.251737 -0.011 0.112 -0.023
C -0.333848 0.780183 2.690966 -0.018 0.071 -0.141
C -0.228396 0.648892 1.375423 0.265 1.029 0.672
N -0.516661 -0.522431 0.757007 -0.299 -1.264 -0.599
H 2.193647 -0.118120 -2.975499 0.585 0.161 -0.014
H -0.939107 -1.110465 -3.155815 -0.567 -0.204 0.021
H -0.669537 -0.041851 3.297906 -0.038 -0.195 0.088
H -0.103703 1.703098 3.193544 0.068 0.188 -0.086
H 0.091436 1.441305 0.710944 0.013 0.043 0.080
```
Positions in Å, forces in eV/Å.

The value obtained for the HOMO energy is -10.278 eV. For the energy above the lowest of the compared OMol25 structures with the same formula, charge and spin, the calculation gives 94.9 kcal per mole.

---

The records above give, respectively, LUMO energy values of -0.1 0.7 eV.
The records above give, respectively, Kohn-Sham gap values of 8.36 11.01 eV.